ORCA calculation (wB97M-V/def2-TZVPD) on a structure of composition C17H28N6O6SeTi.

Atoms and positions in Å:
O1 -0.13814 -2.04566 -6.08382
H1 -0.87934 -1.66126 -5.56832
Ti1 -0.30334 0.21064 -1.49772
N1 1.19406 -0.81666 -2.15072
N2 -0.96704 -1.55836 -1.07232
N3 0.43446 2.06774 -1.68192
N4 -1.62394 1.18994 -0.34352
O2 2.54366 -0.44786 -2.25032
O3 1.57766 2.49664 -2.38412
O4 -2.75344 0.69174 0.32998
O5 -2.12024 -1.94576 -0.37452
C1 -0.29254 -2.57886 -1.81422
C2 0.88426 -2.19036 -2.36232
C3 -0.15724 2.95114 -0.96772
C4 -1.36474 2.43624 -0.17962
C5 1.86526 -3.02956 -3.17192
H2 2.01426 -2.54746 -4.13952
H3 1.50736 -4.03666 -3.36622
H4 2.82626 -3.09136 -2.66372
C6 -0.93744 -3.95746 -1.90142
H5 -1.91244 -3.86176 -2.37982
H6 -1.07564 -4.37586 -0.90522
H7 -0.35504 -4.66126 -2.49032
C7 0.24806 4.42334 -0.82862
C8 -2.15614 3.41704 0.69318
H8 0.88386 4.75424 -1.64952
H9 0.80116 4.58044 0.09668
H10 -0.61874 5.08264 -0.83242
H11 -2.75534 2.90674 1.44658
H12 -2.83444 4.01024 0.08068
H13 -1.49924 4.09464 1.23688
H14 1.61066 1.82284 -3.10272
H15 -2.77984 -0.22416 0.01108
C9 -1.60894 0.25244 -3.02562
H16 -1.99804 0.26154 -4.04402
H17 -1.71584 1.31624 -2.83282
H18 -2.43504 -0.21956 -2.49692
O6 1.94456 1.16834 -5.67022
H19 1.61626 0.25264 -6.05532
H20 1.19676 1.28804 -5.00702
C10 -1.37124 0.08414 2.66718
N5 -0.01114 -0.18956 3.07018
C11 1.11786 -0.20756 2.30238
Se1 1.32926 0.18934 0.57938
N6 2.21166 -0.48656 3.05718
C12 1.75836 -0.63336 4.31108
C13 2.48796 -0.89626 5.46918
C14 1.78056 -0.97656 6.68288
C15 0.37996 -0.79546 6.70718
C16 -0.32504 -0.53336 5.51928
C17 0.40766 -0.45596 4.32708
H21 -2.08004 0.03644 3.51498
H22 -1.67204 -0.69086 1.94048
H23 -1.40814 1.11084 2.26688
H24 3.20496 -0.54216 2.73868
H25 3.56196 -1.02556 5.43938
H26 2.31166 -1.17186 7.60518
H27 -0.15474 -0.85336 7.64668
H28 -1.39574 -0.38776 5.55418

Properties
* LUMO level (alpha / beta): -4.92 / -4.92 eV
* charge: +1
* HOMO-LUMO gap (alpha / beta): 5.4977 / 5.4759 eV
* HOMO (alpha / beta): -10.415 / -10.393 eV
* total energy: -127753.747 eV
* energy relative to the best compared isomer or geometry (same formula, charge and spin): 369.8 kJ/mol
* 2S+1: 2
* ⟨S²⟩: 0.753